{
  "formula": "C13H10ClN4O6RhS3",
  "method": "ωB97M-V/def2-TZVPD",
  "species": ["Rh", "O", "Cl", "O", "O", "O", "N", "C", "N", "C", "C", "S", "C", "C", "S", "C", "N", "N", "H", "H", "H", "H", "H", "H", "O", "C", "O", "C", "C", "C", "C", "C", "C", "S", "H", "H", "H", "H"],
  "coordinates": [[0.579, 0.381, 0.532], [3.559, 1.656, 2.930], [2.862, 0.502, 2.483], [3.321, -0.687, 3.100], [1.415, 0.678, 2.766], [2.952, 0.388, 1.025], [0.746, -1.453, -2.605], [0.812, -0.110, -2.726], [0.819, 0.702, -1.703], [0.846, 2.026, -2.105], [0.876, 2.214, -3.443], [0.844, 0.688, -4.256], [0.842, 3.050, -1.061], [0.911, 4.389, -1.228], [0.870, 5.174, 0.311], [0.773, 3.630, 1.086], [0.766, 2.621, 0.251], [0.671, 3.498, 2.424], [0.863, -1.845, -1.683], [0.925, -2.047, -3.393], [0.901, 3.138, -3.992], [0.980, 4.950, -2.143], [0.923, 4.284, 2.997], [0.888, 2.579, 2.799], [-3.414, -0.125, 1.154], [-2.357, -0.503, 0.688], [-1.446, 0.275, 0.213], [-2.150, -2.014, 0.579], [-3.316, -2.744, 0.406], [-3.309, -4.128, 0.305], [-2.115, -4.834, 0.420], [-0.946, -4.139, 0.625], [-0.925, -2.725, 0.683], [0.630, -2.043, 0.930], [-4.244, -2.192, 0.363], [-4.240, -4.658, 0.154], [-2.104, -5.914, 0.364], [-0.006, -4.660, 0.749]],
  "s2": 6.03,
  "e_lumo_ev": [0.14, -2.95],
  "multiplicity": 5,
  "largest_force_ev_per_a": 0.19,
  "gap_ev": [8.4, 5.4]
}

=====

{
  "formula": "C13H10Co2NO7",
  "method": "ωB97M-V/def2-TZVPD",
  "species": ["C", "C", "N", "C", "C", "O", "H", "H", "H", "H", "H", "H", "H", "O", "C", "Co", "C", "O", "C", "O", "C", "C", "C", "Co", "C", "O", "C", "O", "C", "O", "H", "H", "H"],
  "coordinates": [[-2.432, 0.014, 0.752], [-1.011, 0.261, 0.743], [-0.063, -0.663, 0.743], [1.231, -0.081, 0.622], [0.872, 1.430, 0.476], [-0.572, 1.482, 0.554], [-2.676, -1.057, 0.716], [-2.895, 0.472, 1.622], [-2.859, 0.525, -0.108], [1.991, -0.303, 1.447], [1.657, -0.481, -0.317], [1.321, 1.949, 1.361], [1.265, 1.834, -0.491], [4.198, -5.736, 0.712], [3.100, -5.939, 0.426], [1.482, -6.175, -0.167], [1.663, -5.447, -1.717], [1.745, -4.949, -2.750], [1.797, -7.910, -0.311], [1.973, -9.048, -0.618], [0.764, -4.686, 1.043], [0.096, -3.510, 0.808], [-0.200, -2.140, 1.367], [-0.876, -4.991, 0.179], [-1.029, -4.131, -1.338], [-1.047, -3.382, -2.224], [-2.555, -5.154, 0.729], [-3.683, -5.180, 1.011], [-0.713, -6.781, -0.536], [-1.373, -7.576, -1.099], [1.071, -5.224, 2.016], [-1.269, -2.050, 1.769], [0.456, -2.015, 2.262]],
  "de_lowest_kcal_mol": 69.5,
  "e_lumo_ev": 1.94,
  "total_charge": -1,
  "largest_force_ev_per_a": 4.57,
  "gap_ev": 3.7
}

=====

{
  "formula": "C13H10FNO4",
  "method": "ωB97M-V/def2-TZVPD",
  "species": ["C", "C", "N", "C", "O", "C", "C", "F", "C", "C", "C", "C", "C", "O", "C", "O", "C", "C", "O", "H", "H", "H", "H", "H", "H", "H", "H", "H", "H"],
  "coordinates": [[3.916, -2.308, -0.340], [2.919, -1.402, -0.704], [1.602, -1.679, -0.260], [1.586, -1.385, 1.153], [2.002, -2.042, 2.046], [0.866, -0.073, 1.303], [0.767, 0.769, 2.387], [1.382, 0.465, 3.529], [0.034, 1.933, 2.245], [-0.608, 2.190, 1.045], [-0.554, 1.323, -0.046], [-1.335, 1.654, -1.306], [-2.744, 1.024, -1.210], [-2.812, -0.245, -1.865], [-3.098, -1.270, -1.021], [-4.201, -1.488, -0.633], [0.225, 0.176, 0.091], [0.543, -0.930, -0.871], [0.016, -1.163, -1.910], [4.600, -2.058, 0.463], [3.953, -3.272, -0.832], [3.132, -0.556, -1.355], [-0.048, 2.624, 3.071], [-1.191, 3.098, 0.970], [-1.425, 2.735, -1.380], [-0.788, 1.226, -2.141], [-3.509, 1.703, -1.578], [-2.954, 0.867, -0.151], [-2.274, -1.916, -0.701]],
  "e_lumo_ev": -0.94,
  "smiles": "C=CN1C(=O)c2c(F)ccc(CCOC=O)c2C1=O",
  "largest_force_ev_per_a": 2.07,
  "gap_ev": 7.1
}

=====

{
  "formula": "C13H10IN2ReS4Sb",
  "method": "ωB97M-V/def2-TZVPD",
  "species": ["Re", "I", "C", "C", "C", "C", "C", "C", "C", "C", "C", "C", "H", "H", "H", "H", "H", "H", "S", "Sb", "S", "S", "S", "N", "C", "C", "N", "C", "H", "H", "H", "H"],
  "coordinates": [[-0.585, -0.969, 0.208], [2.167, -0.936, -0.286], [2.148, 1.173, -0.330], [3.355, 1.833, -0.407], [3.361, 3.227, -0.434], [2.166, 3.905, -0.425], [0.931, 3.218, -0.401], [-0.276, 3.937, -0.473], [-1.490, 3.280, -0.509], [-1.527, 1.898, -0.443], [-0.371, 1.115, -0.267], [0.893, 1.790, -0.325], [4.292, 1.291, -0.438], [4.301, 3.761, -0.469], [2.152, 4.988, -0.440], [-0.236, 5.017, -0.552], [-2.410, 3.840, -0.615], [-2.495, 1.425, -0.524], [-3.841, 1.321, 2.829], [-3.372, -0.866, 2.931], [-2.699, -0.940, -0.254], [-0.685, -0.661, 2.391], [-3.541, -3.085, 3.179], [-0.355, -4.990, -1.171], [-0.077, -5.165, 0.161], [-0.053, -3.923, 0.709], [-0.322, -3.003, -0.303], [-0.494, -3.695, -1.432], [-0.438, -5.737, -1.850], [0.076, -6.130, 0.614], [0.142, -3.638, 1.728], [-0.717, -3.281, -2.402]],
  "de_lowest_kcal_mol": 41.1,
  "e_lumo_ev": [-13.08, -13.08],
  "total_charge": 3,
  "largest_force_ev_per_a": 4.85,
  "gap_ev": [4.5, 4.5]
}

=====

{
  "formula": "C13H10IrN5O5S",
  "method": "ωB97M-V/def2-TZVPD",
  "species": ["Ir", "N", "C", "S", "N", "N", "C", "C", "C", "C", "C", "C", "C", "O", "H", "H", "H", "H", "H", "H", "H", "O", "C", "O", "C", "C", "N", "N", "C", "C", "O", "O", "H", "H", "H"],
  "coordinates": [[0.010, 1.126, 0.804], [2.754, -0.012, 4.296], [2.151, 0.293, 3.149], [0.593, 1.098, 3.246], [2.747, -0.015, 2.032], [2.193, 0.200, 0.846], [2.948, -0.116, -0.178], [2.655, 0.027, -1.554], [3.620, -0.374, -2.497], [3.421, -0.201, -3.850], [2.226, 0.371, -4.319], [1.245, 0.745, -3.445], [1.410, 0.597, -2.035], [0.470, 0.949, -1.267], [2.351, 0.248, 5.180], [3.687, -0.397, 4.284], [3.930, -0.523, 0.064], [4.541, -0.817, -2.146], [4.182, -0.505, -4.555], [2.086, 0.521, -5.378], [0.312, 1.164, -3.784], [-5.899, 0.538, 0.612], [-5.382, -0.649, 0.700], [-6.016, -1.674, 0.722], [-3.883, -0.769, 0.763], [-3.223, -1.991, 0.726], [-1.913, -1.742, 0.783], [-1.674, -0.431, 0.866], [-2.855, 0.189, 0.861], [-2.892, 1.709, 0.971], [-3.960, 2.269, 0.765], [-1.795, 2.243, 1.273], [-5.252, 1.314, 0.624], [-3.636, -2.979, 0.668], [-1.151, -2.407, 0.769]],
  "s2": 1.23,
  "e_lumo_ev": [-6.02, -6.86],
  "total_charge": 1,
  "multiplicity": 2,
  "largest_force_ev_per_a": 3.83,
  "gap_ev": [6.4, 5.4]
}

=====

{
  "formula": "C13H10N2",
  "method": "ωB97M-V/def2-TZVPD",
  "species": ["C", "C", "C", "C", "C", "C", "C", "C", "C", "C", "C", "C", "C", "N", "N", "H", "H", "H", "H", "H", "H", "H", "H", "H", "H"],
  "coordinates": [[-2.347, -1.485, -0.674], [-2.325, -0.269, -1.450], [-2.170, -1.396, 0.641], [-2.105, 0.978, -0.840], [-2.197, -0.139, 1.332], [-2.088, 1.058, 0.505], [2.174, -1.076, -0.751], [1.450, 0.133, -1.090], [3.106, -1.142, 0.225], [1.464, 1.252, -0.260], [-1.889, 2.333, 0.991], [3.213, -0.038, 1.114], [2.082, 0.941, 0.944], [-1.779, 3.466, 1.185], [2.096, 0.340, 2.023], [-2.271, -2.330, -1.288], [-2.151, -0.347, -2.580], [-2.377, -2.276, 1.256], [-1.918, 1.759, -1.517], [-2.018, -0.126, 2.456], [2.229, -1.867, -1.501], [0.999, -0.051, -2.053], [3.701, -1.928, 0.311], [0.848, 2.062, -0.446], [4.273, 0.148, 1.468]],
  "s2": 2.02,
  "e_lumo_ev": [0.07, -2.76],
  "multiplicity": 3,
  "largest_force_ev_per_a": 6.62,
  "gap_ev": [6.0, 6.4]
}

=====

{
  "formula": "C13H10S2",
  "method": "ωB97M-V/def2-TZVPD",
  "species": ["C", "C", "C", "C", "C", "C", "C", "C", "C", "C", "C", "C", "C", "S", "S", "H", "H", "H", "H", "H", "H", "H", "H", "H", "H"],
  "coordinates": [[0.324, 3.911, 0.359], [-0.186, -4.077, 0.311], [-0.181, 3.470, -0.818], [0.940, 3.001, 1.306], [1.018, -3.861, -0.363], [-1.094, -3.070, 0.766], [-0.343, 2.035, -1.123], [1.078, 1.715, 1.036], [1.393, -2.530, -0.603], [-0.749, -1.761, 0.440], [0.510, 1.162, -0.212], [0.482, -1.504, -0.246], [0.649, -0.123, -0.418], [-2.213, 1.549, -0.269], [-3.622, 1.189, -1.622], [0.344, 4.962, 0.551], [-0.323, -5.112, 0.486], [-0.663, 4.105, -1.499], [1.220, 3.448, 2.238], [1.493, -4.760, -0.795], [-1.952, -3.423, 1.247], [-0.384, 1.639, -2.153], [1.282, 1.081, 1.815], [2.353, -2.234, -0.988], [-1.380, -0.810, 0.558]],
  "de_lowest_kcal_mol": 48.3,
  "e_lumo_ev": [-0.49, -1.51],
  "largest_force_ev_per_a": 3.23,
  "gap_ev": [7.4, 5.6]
}

=====

- Which formula does entry 2 have?
  C13H10Co2NO7